# 1
13 unconnected molecules or ions with the total composition C28H82N2O15Si. Source: OMol25; level of theory: wB97M-V/def2-TZVPD.

ORCA input file:
```
! wB97M-V def2-TZVPD RIJCOSX def2/J DEFGRID3
* xyz 0 1
N -4.326 1.505 6.151
C -4.193 2.303 5.029
O -3.591 1.945 4.054
C -4.863 3.660 5.139
C -6.419 3.591 5.140
Si -7.253 2.020 4.499
C -8.352 1.267 5.863
O -9.621 0.780 5.369
N -10.459 1.845 5.075
O -11.479 1.456 4.644
H -5.039 1.801 6.807
H -4.432 0.515 5.932
H -4.495 4.268 4.301
H -4.515 4.137 6.069
H -6.803 4.412 4.512
H -6.802 3.794 6.154
H -6.263 0.995 4.117
H -8.159 2.286 3.359
H -8.543 1.999 6.668
H -7.888 0.379 6.317
C -1.090 0.148 2.482
C -1.221 -0.029 0.983
O -2.058 -1.128 0.624
H -0.677 -0.755 2.938
H -0.425 0.986 2.700
H -2.052 0.364 2.951
H -0.250 -0.237 0.537
H -1.595 0.893 0.526
H -2.935 -0.955 0.983
C 1.606 0.749 -2.535
C 0.866 1.929 -1.939
O 1.052 2.041 -0.537
H 1.302 -0.176 -2.040
H 1.410 0.639 -3.601
H 2.685 0.866 -2.398
H -0.211 1.808 -2.072
H 1.162 2.857 -2.442
H 1.992 2.189 -0.371
C -11.595 -1.063 1.949
C -10.531 -1.579 2.896
O -9.227 -1.113 2.559
H -11.367 -1.352 0.922
H -12.575 -1.462 2.215
H -11.656 0.027 1.996
H -10.463 -2.667 2.847
H -10.776 -1.303 3.926
H -9.240 -0.150 2.606
C 4.852 3.901 1.784
C 4.528 2.910 0.688
O 3.665 3.476 -0.299
H 3.926 4.249 2.241
H 5.467 3.441 2.559
H 5.388 4.765 1.385
H 3.975 2.063 1.098
H 5.437 2.520 0.220
H 4.117 4.220 -0.711
C -4.402 -2.697 2.512
C -5.311 -1.665 3.147
O -5.079 -1.559 4.558
H -4.563 -3.673 2.972
H -4.597 -2.783 1.442
H -3.351 -2.431 2.639
H -6.361 -1.934 3.034
H -5.169 -0.680 2.686
H -4.143 -1.347 4.664
C 2.515 0.929 -7.199
C 2.910 -0.321 -6.434
O 1.869 -0.759 -5.562
H 2.256 1.733 -6.509
H 3.327 1.269 -7.843
H 1.644 0.732 -7.831
H 3.770 -0.120 -5.795
H 3.179 -1.126 -7.121
H 1.090 -0.971 -6.089
C -0.017 3.711 4.570
C 1.350 3.996 3.978
O 2.371 3.200 4.578
H -0.006 3.889 5.647
H -0.780 4.346 4.116
H -0.307 2.672 4.398
H 1.641 5.031 4.158
H 1.336 3.834 2.895
H 2.146 2.277 4.416
C 3.059 -5.307 -5.481
C 2.991 -3.818 -5.754
O 3.207 -3.534 -7.141
H 4.027 -5.691 -5.807
H 2.952 -5.506 -4.413
H 2.277 -5.854 -6.013
H 3.775 -3.288 -5.216
H 2.034 -3.399 -5.433
H 2.515 -3.981 -7.641
C 8.704 6.456 2.789
C 8.370 5.471 1.686
O 7.493 6.020 0.706
H 7.792 6.806 3.272
H 9.344 5.994 3.542
H 9.232 7.324 2.387
H 7.835 4.612 2.091
H 9.284 5.101 1.211
H 7.926 6.781 0.303
C -1.995 -1.077 -3.462
C -1.914 -1.817 -4.784
O -0.664 -2.477 -4.959
H -1.183 -0.353 -3.384
H -2.946 -0.549 -3.371
H -1.915 -1.766 -2.618
H -1.985 -1.119 -5.619
H -2.741 -2.529 -4.878
H -0.550 -3.107 -4.239
C 6.479 -3.746 -5.020
C 5.977 -2.359 -5.374
O 5.794 -2.167 -6.771
H 7.430 -3.947 -5.515
H 6.610 -3.855 -3.943
H 5.762 -4.507 -5.336
H 6.699 -1.600 -5.070
H 5.041 -2.150 -4.843
H 5.124 -2.793 -7.079
C 7.515 -7.749 -1.676
C 6.204 -6.994 -1.766
O 6.017 -6.370 -3.032
H 8.354 -7.081 -1.875
H 7.644 -8.186 -0.684
H 7.546 -8.562 -2.406
H 6.180 -6.179 -1.042
H 5.366 -7.662 -1.541
H 6.022 -7.066 -3.699
*
```

Values from the calculation:
**Calculated total energy**: -71930.788 eV
**Kohn-Sham gap**: 9.498 eV
**E_LUMO**: 0.0 eV

Löwdin atomic charge list, values in e, 99 entries:
1. N 0.16
2. C -0.61
3. O 0.06
4. C -0.17
5. C -0.29
6. Si 0.72
7. C -0.30
8. O -0.18
9. N -0.06
10. O 0.05
11. H 0.09
12. H 0.09
13. H 0.12
14. H 0.12
15. H 0.07
16. H 0.07
17. H -0.02
18. H -0.02
19. H 0.08
20. H 0.09
21. C -0.08
22. C -0.31
23. O -0.09
24. H 0.08
25. H 0.06
26. H 0.05
27. H 0.10
28. H 0.11
29. H 0.05
30. C -0.09
31. C -0.32
32. O -0.10
33. H 0.07
34. H 0.05
35. H 0.08
36. H 0.10
37. H 0.11
38. H 0.04
39. C -0.09
40. C -0.33
41. O -0.09
42. H 0.07
43. H 0.08
44. H 0.07
45. H 0.11
46. H 0.09
47. H 0.06
48. C -0.08
49. C -0.30
50. O -0.09
51. H 0.07
52. H 0.08
53. H 0.06
54. H 0.11
55. H 0.11
56. H 0.09
57. C -0.09
58. C -0.32
59. O -0.10
60. H 0.08
61. H 0.08
62. H 0.06
63. H 0.11
64. H 0.10
65. H 0.07
66. C -0.08
67. C -0.31
68. O -0.10
69. H 0.07
70. H 0.07
71. H 0.07
72. H 0.11
73. H 0.09
74. H 0.07
75. C -0.09
76. C -0.33
77. O -0.09
78. H 0.08
79. H 0.08
80. H 0.06
81. H 0.11
82. H 0.11
83. H 0.08
84. C -0.08
85. C -0.30
86. O -0.09
87. H 0.06
88. H 0.08
89. H 0.07
90. H 0.08
91. H 0.10
92. H 0.10
93. C -0.09
94. C -0.32
95. O -0.09
96. H 0.08
97. H 0.07
98. H 0.07
99. H 0.10



# 2
14 unconnected molecules or ions with the total composition C28H84O28 at a distorted geometry. Source: OMol25; level of theory: wB97M-V/def2-TZVPD.

ORCA input file:
```
! wB97M-V def2-TZVPD RIJCOSX def2/J DEFGRID3
* xyz 0 1
C 30.074 -22.100 8.508
C 29.690 -22.913 9.786
O 28.348 -22.810 10.087
O 29.346 -22.438 7.364
H 31.132 -22.217 8.259
H 29.993 -21.029 8.708
H 30.269 -22.439 10.579
H 30.023 -23.941 9.627
H 27.927 -22.598 9.247
H 29.580 -21.789 6.696
C 29.669 -23.480 16.065
C 30.095 -24.972 16.073
O 30.755 -25.412 17.287
O 30.765 -22.599 16.302
H 28.859 -23.383 16.791
H 29.282 -23.201 15.086
H 30.774 -25.251 15.265
H 29.215 -25.601 15.920
H 30.953 -26.339 17.130
H 31.103 -22.744 17.190
C 23.422 -24.405 11.872
C 22.452 -23.890 10.773
O 22.841 -24.220 9.441
O 23.306 -25.831 12.002
H 23.000 -23.959 12.773
H 24.475 -24.162 11.727
H 22.381 -22.802 10.844
H 21.436 -24.245 10.947
H 23.457 -23.536 9.168
H 23.237 -26.313 11.167
C 26.733 -26.304 12.101
C 27.814 -25.281 12.509
O 27.368 -23.943 12.394
O 25.732 -26.539 13.055
H 27.303 -27.236 12.033
H 26.336 -26.207 11.089
H 28.602 -25.408 11.764
H 28.187 -25.470 13.516
H 27.618 -23.710 11.494
H 24.867 -26.266 12.720
C 22.623 -27.141 7.593
C 23.264 -27.965 8.695
O 23.960 -27.212 9.689
O 21.619 -26.284 8.110
H 22.221 -27.838 6.859
H 23.482 -26.614 7.170
H 23.932 -28.724 8.281
H 22.480 -28.511 9.222
H 24.662 -26.749 9.214
H 22.106 -25.563 8.532
C 30.952 -26.642 12.903
C 31.777 -27.778 12.238
O 33.168 -27.457 12.024
O 30.936 -25.450 12.169
H 31.439 -26.509 13.871
H 29.922 -26.931 13.109
H 31.332 -28.078 11.287
H 31.646 -28.664 12.859
H 33.260 -26.972 11.198
H 31.789 -25.039 12.332
C 27.125 -25.010 6.372
C 27.059 -25.820 7.636
O 25.803 -25.695 8.281
O 27.061 -23.640 6.632
H 26.366 -25.375 5.677
H 28.004 -25.154 5.737
H 27.883 -25.569 8.308
H 27.201 -26.880 7.417
H 25.567 -24.762 8.268
H 27.882 -23.432 7.096
C 25.661 -20.772 10.960
C 26.460 -19.933 9.956
O 26.165 -20.294 8.621
O 24.268 -20.480 10.940
H 26.131 -20.457 11.894
H 25.797 -21.842 10.793
H 27.511 -20.060 10.214
H 26.171 -18.902 10.168
H 25.542 -19.666 8.248
H 23.862 -20.765 11.763
C 23.699 -29.499 12.561
C 22.965 -28.935 13.752
O 23.057 -29.835 14.832
O 22.893 -30.490 11.871
H 24.632 -29.954 12.890
H 23.868 -28.722 11.813
H 21.899 -28.769 13.594
H 23.372 -27.958 14.024
H 23.995 -29.998 15.005
H 22.383 -30.025 11.204
C 29.530 -29.958 14.705
C 28.936 -30.066 13.324
O 27.510 -29.862 13.310
O 29.544 -28.650 15.183
H 30.571 -30.280 14.656
H 29.064 -30.635 15.426
H 29.061 -31.062 12.893
H 29.280 -29.337 12.588
H 27.171 -29.865 12.407
H 28.633 -28.318 15.222
C 26.010 -27.896 16.018
C 26.155 -29.408 16.449
O 25.665 -30.221 15.410
O 27.130 -27.580 15.244
H 26.085 -27.319 16.942
H 25.094 -27.625 15.494
H 25.612 -29.633 17.368
H 27.178 -29.752 16.608
H 26.332 -30.212 14.711
H 26.779 -27.267 14.403
C 30.273 -26.268 8.728
C 31.722 -26.718 8.607
O 32.591 -25.999 9.465
O 29.645 -26.650 9.928
H 29.824 -26.785 7.879
H 30.207 -25.190 8.560
H 32.010 -26.476 7.581
H 31.806 -27.792 8.772
H 32.448 -25.066 9.284
H 30.154 -26.272 10.658
C 26.776 -29.004 9.511
C 28.073 -29.049 8.709
O 28.147 -30.286 7.976
O 26.828 -29.948 10.568
H 25.864 -29.177 8.937
H 26.696 -28.019 9.972
H 28.978 -28.940 9.308
H 28.170 -28.114 8.149
H 29.092 -30.379 7.829
H 26.832 -30.840 10.209
C 25.558 -24.088 15.961
C 25.494 -23.225 14.700
O 26.752 -22.593 14.556
O 25.688 -23.261 17.122
H 26.415 -24.760 15.900
H 24.600 -24.589 16.106
H 24.591 -22.611 14.719
H 25.286 -23.873 13.847
H 27.117 -22.902 13.714
H 26.314 -22.594 16.823
*
```

Values from the calculation:
**Calculated total energy**: -87721.874 eV
**Kohn-Sham gap**: 8.352 eV
**E_LUMO**: -0.5 eV
**ΔE to the lowest compared entry with this formula, charge and spin**: 147.6 kJ/mol

Löwdin atomic charge list, values in e, 99 entries:
1. C -0.21
2. C -0.21
3. O -0.04
4. O -0.06
5. H 0.12
6. H 0.13
7. H 0.14
8. H 0.08
9. H 0.09
10. H 0.12
11. C -0.21
12. C -0.21
13. O -0.07
14. O -0.06
15. H 0.11
16. H 0.11
17. H 0.09
18. H 0.10
19. H 0.08
20. H 0.08
21. C -0.18
22. C -0.18
23. O -0.07
24. O -0.09
25. H 0.12
26. H 0.11
27. H 0.11
28. H 0.13
29. H 0.10
30. H 0.06
31. C -0.20
32. C -0.18
33. O -0.08
34. O -0.06
35. H 0.11
36. H 0.11
37. H 0.09
38. H 0.12
39. H 0.05
40. H 0.04
41. C -0.24
42. C -0.22
43. O -0.10
44. O -0.05
45. H 0.12
46. H 0.11
47. H 0.11
48. H 0.12
49. H 0.03
50. H 0.03
51. C -0.24
52. C -0.20
53. O -0.05
54. O -0.08
55. H 0.11
56. H 0.10
57. H 0.10
58. H 0.11
59. H 0.05
60. H 0.11
61. C -0.24
62. C -0.22
63. O -0.06
64. O -0.05
65. H 0.13
66. H 0.13
67. H 0.10
68. H 0.11
69. H 0.09
70. H 0.03
71. C -0.24
72. C -0.24
73. O -0.06
74. O -0.06
75. H 0.12
76. H 0.10
77. H 0.11
78. H 0.13
79. H 0.09
80. H 0.08
81. C -0.20
82. C -0.25
83. O -0.07
84. O -0.07
85. H 0.11
86. H 0.10
87. H 0.12
88. H 0.09
89. H 0.02
90. H 0.06
91. C -0.25
92. C -0.19
93. O -0.10
94. O -0.07
95. H 0.12
96. H 0.12
97. H 0.12
98. H 0.11
99. H 0.04